[1]
{"formula": "C19H17F5N2PdS", "method": "ωB97M-V/def2-TZVPD", "total_charge": -2, "e_tot_ev": -50857.741, "elements": ["C", "C", "H", "H", "H", "H", "H", "H", "C", "C", "C", "C", "H", "H", "H", "H", "N", "C", "C", "N", "C", "C", "C", "H", "H", "C", "H", "H", "Pd", "C", "H", "H", "H", "F", "C", "C", "F", "C", "F", "C", "S", "C", "F", "C", "F"], "xyz": [[-1.030, 1.421, 1.602], [-1.040, -1.345, 1.692], [-0.027, 1.769, 1.857], [-1.536, 1.024, 2.483], [-1.637, 2.219, 1.162], [-0.750, -2.324, 1.299], [-0.362, -1.067, 2.499], [-2.077, -1.358, 2.036], [-0.308, 2.637, -1.448], [0.050, 3.434, -2.528], [0.282, 2.822, -3.758], [0.148, 1.443, -3.859], [-0.482, 3.056, -0.463], [0.151, 4.506, -2.399], [0.572, 3.409, -4.624], [0.342, 0.949, -4.804], [-0.443, 1.308, -1.545], [-0.217, 0.699, -2.732], [-0.350, -0.771, -2.748], [-0.617, -1.363, -1.560], [-0.738, -2.695, -1.502], [-0.320, -2.917, -3.846], [-0.594, -3.512, -2.616], [-0.948, -3.107, -0.521], [-0.695, -4.588, -2.516], [-0.200, -1.534, -3.911], [0.009, -1.054, -4.859], [-0.201, -3.519, -4.741], [-0.797, -0.012, 0.157], [-2.863, 0.021, -0.032], [-3.198, -1.015, -0.135], [-3.097, 0.593, -0.935], [-3.318, 0.483, 0.845], [2.583, 0.108, 6.302], [2.399, 0.070, 4.959], [2.396, 1.256, 4.220], [2.585, 2.443, 4.849], [2.191, 1.222, 2.836], [2.208, 2.387, 2.138], [1.959, -0.003, 2.179], [1.639, -0.050, 0.385], [2.019, -1.195, 2.925], [1.846, -2.394, 2.313], [2.224, -1.155, 4.310], [2.243, -2.306, 5.027]], "atomic_forces_ev_per_a": [[0.020, -0.228, -0.315], [0.006, 0.094, -0.480], [-0.303, 0.156, -0.013], [0.002, 0.029, 0.033], [0.140, -0.006, 0.103], [-0.073, 0.084, 0.132], [-0.240, -0.043, 0.082], [0.064, -0.023, 0.075], [0.264, 0.140, -0.939], [-0.565, 0.774, 2.294], [0.246, -1.650, -1.835], [0.217, 1.569, -0.300], [0.040, 0.097, -0.033], [-0.002, -0.032, 0.079], [0.020, -0.037, -0.032], [-0.012, 0.027, 0.060], [-0.565, 1.151, 2.690], [-0.068, -4.254, -1.622], [0.677, 4.212, -1.579], [-0.573, -1.107, 2.743], [0.142, -0.171, -0.955], [0.478, 1.601, -1.832], [-0.553, -0.725, 2.326], [-0.003, -0.106, -0.063], [0.001, 0.028, 0.081], [-0.059, -1.532, -0.305], [-0.017, -0.024, 0.056], [0.005, 0.035, -0.035], [-0.833, 0.116, -0.483], [0.517, -0.074, -0.104], [0.012, 0.094, -0.034], [0.067, -0.078, 0.089], [-0.014, -0.020, 0.017], [-0.033, -0.014, -0.318], [0.017, -0.016, -0.301], [-0.088, 0.053, -0.497], [-0.023, -0.430, -0.043], [-0.056, -0.507, 0.310], [0.076, -0.785, 0.719], [0.001, -0.034, -1.712], [0.941, -0.004, 1.541], [-0.067, 0.452, 0.289], [0.254, 0.849, 0.708], [-0.092, -0.081, -0.523], [0.035, 0.418, -0.071]]}



[2]
{"formula": "C19H26BN6PtSi2", "method": "ωB97M-V/def2-TZVPD", "total_charge": -1, "e_tot_ev": -48750.636, "elements": ["Pt", "C", "C", "N", "N", "C", "B", "N", "C", "C", "C", "N", "N", "C", "C", "C", "N", "H", "H", "H", "H", "H", "H", "H", "H", "H", "H", "C", "Si", "C", "C", "C", "C", "C", "C", "C", "Si", "C", "C", "H", "H", "H", "H", "H", "H", "H", "H", "H", "H", "H", "H", "H", "H", "H", "H"], "xyz": [[0.131, 0.002, -0.149], [-3.419, -3.070, 0.093], [-2.181, -2.636, -0.404], [-1.784, -1.537, 0.223], [-2.730, -1.253, 1.133], [-3.723, -2.157, 1.081], [-2.605, 0.000, 2.010], [-1.248, 0.001, 2.744], [-1.085, 0.001, 4.079], [0.267, 0.003, 4.354], [0.869, 0.003, 3.090], [-0.047, 0.002, 2.134], [-2.731, 1.253, 1.132], [-3.724, 2.156, 1.079], [-3.421, 3.069, 0.092], [-2.183, 2.636, -0.406], [-1.785, 1.538, 0.221], [-3.996, -3.926, -0.211], [-1.563, -3.060, -1.177], [-4.564, -2.085, 1.750], [-3.479, 0.001, 2.840], [-1.943, 0.000, 4.729], [0.746, 0.004, 5.318], [1.914, 0.005, 2.831], [-4.566, 2.084, 1.748], [-3.998, 3.926, -0.212], [-1.565, 3.060, -1.179], [-0.467, -1.495, -3.284], [0.343, 0.000, -2.412], [-0.468, 1.493, -3.287], [2.138, 0.000, -3.039], [2.553, 0.000, -4.372], [3.902, 0.002, -4.698], [4.857, 0.002, -3.688], [4.458, 0.002, -2.360], [3.105, 0.001, -2.019], [2.384, -0.001, -0.259], [3.204, 1.510, 0.582], [3.200, -1.517, 0.577], [-0.352, -1.428, -4.370], [-1.534, -1.549, -3.059], [0.002, -2.428, -2.959], [-0.352, 1.424, -4.374], [-0.001, 2.427, -2.964], [-1.535, 1.546, -3.064], [1.816, 0.000, -5.170], [4.214, 0.003, -5.736], [5.912, 0.003, -3.942], [5.214, 0.003, -1.580], [4.296, 1.428, 0.568], [2.886, 1.642, 1.619], [2.927, 2.418, 0.041], [4.293, -1.438, 0.564], [2.921, -2.422, 0.033], [2.881, -1.651, 1.613]], "atomic_forces_ev_per_a": [[0.111, 0.002, 0.195], [0.046, -0.108, 0.031], [0.007, 0.075, 0.010], [-0.080, 0.000, -0.124], [0.055, -0.030, 0.005], [-0.048, 0.027, 0.025], [-0.061, -0.004, 0.037], [0.016, -0.006, 0.156], [0.074, 0.006, -0.050], [-0.032, -0.003, 0.004], [0.031, 0.000, 0.017], [-0.012, 0.005, -0.176], [0.051, 0.029, -0.006], [-0.041, -0.022, 0.032], [0.044, 0.104, 0.026], [0.009, -0.074, 0.009], [-0.079, -0.001, -0.119], [0.003, -0.010, 0.004], [-0.011, 0.007, -0.026], [-0.010, 0.009, -0.008], [-0.051, 0.000, -0.028], [-0.001, 0.000, 0.011], [0.001, -0.001, 0.003], [-0.009, -0.002, 0.000], [-0.010, -0.008, -0.006], [0.003, 0.009, 0.003], [-0.012, -0.008, -0.025], [0.073, 0.055, 0.057], [-0.156, 0.000, -0.314], [0.073, -0.055, 0.058], [0.082, -0.005, 0.232], [-0.034, 0.007, -0.033], [-0.008, -0.008, -0.050], [0.053, 0.008, 0.009], [0.045, -0.007, 0.035], [-0.231, 0.008, -0.078], [0.239, -0.003, 0.190], [-0.010, -0.069, -0.090], [-0.011, 0.071, -0.089], [0.015, 0.041, 0.002], [-0.023, -0.004, 0.003], [-0.022, -0.004, 0.016], [0.015, -0.040, 0.002], [-0.022, 0.003, 0.016], [-0.023, 0.004, 0.004], [0.002, 0.000, -0.009], [-0.006, 0.000, -0.002], [0.001, 0.000, 0.005], [0.005, -0.001, 0.001], [0.000, -0.013, 0.007], [-0.012, -0.013, 0.010], [-0.011, -0.005, -0.001], [0.000, 0.013, 0.006], [-0.011, 0.006, -0.001], [-0.014, 0.014, 0.014]]}